# C23H24N2O2

The molecule C23H24N2O2 (ωB97M-V/def2-TZVPD, the OMol25 dataset).

- Relative energy (zero: lowest compared OMol25 entry of this formula, charge and spin): 0.9768 eV
- Orbital gap: 8.66 eV
- Spin multiplicity: 1
- HOMO level: -8.096 eV
- SMILES string: COc1ccc2cc(C(=O)[C@@H]3CCCN(Cc4ccccn4)C3)ccc2c1
- F_max: 0.76 eV/Å

Last column: natural (NBO) charge in e.
Geometry (Å):
1 C 2.354 -0.201 6.805  -0.253
2 O 2.506 -1.337 5.990  -0.488
3 C 1.727 -1.449 4.881  0.303
4 C 1.951 -2.619 4.116  -0.247
5 C 1.242 -2.851 2.978  -0.148
6 C 0.264 -1.932 2.533  -0.106
7 C -0.486 -2.141 1.364  -0.062
8 C -1.419 -1.223 0.938  -0.196
9 C -2.141 -1.506 -0.328  0.610
10 O -2.447 -2.635 -0.635  -0.549
11 C -2.453 -0.303 -1.210  -0.327
12 C -2.994 -0.739 -2.573  -0.396
13 C -1.888 -1.407 -3.385  -0.408
14 C -0.657 -0.508 -3.466  -0.220
15 N -0.204 -0.197 -2.125  -0.441
16 C 1.125 0.386 -2.057  -0.239
17 C 1.218 1.746 -2.705  0.191
18 C 1.582 1.895 -4.041  -0.252
19 C 1.577 3.161 -4.600  -0.167
20 C 1.208 4.239 -3.810  -0.265
21 C 0.862 3.989 -2.491  0.043
22 N 0.865 2.783 -1.953  -0.436
23 C -1.207 0.568 -1.415  -0.223
24 C -1.653 -0.068 1.714  -0.182
25 C -0.951 0.149 2.864  -0.203
26 C 0.034 -0.762 3.302  -0.032
27 C 0.781 -0.540 4.476  -0.264
28 H 2.576 0.719 6.255  0.178
29 H 1.344 -0.140 7.223  0.177
30 H 3.072 -0.319 7.615  0.201
31 H 2.701 -3.310 4.469  0.226
32 H 1.416 -3.745 2.397  0.214
33 H -0.318 -3.030 0.775  0.218
34 H -3.214 0.290 -0.689  0.228
35 H -3.366 0.140 -3.106  0.199
36 H -3.821 -1.437 -2.435  0.227
37 H -1.610 -2.342 -2.900  0.224
38 H -2.245 -1.631 -4.391  0.206
39 H -0.905 0.407 -4.038  0.160
40 H 0.145 -1.032 -3.992  0.198
41 H 1.818 -0.308 -2.539  0.200
42 H 1.387 0.476 -0.999  0.220
43 H 1.868 1.033 -4.625  0.217
44 H 1.857 3.306 -5.634  0.216
45 H 1.190 5.243 -4.205  0.220
46 H 0.567 4.792 -1.827  0.191
47 H -1.501 1.477 -1.971  0.178
48 H -0.787 0.884 -0.460  0.224
49 H -2.413 0.637 1.410  0.213
50 H -1.143 1.031 3.460  0.210
51 H 0.584 0.360 5.039  0.209

# C23H24N4O2S

A cluster of 2 separate species, C23H24N4O2S in total (ωB97M-V/def2-TZVPD, the OMol25 dataset).

- Relative energy (zero: lowest compared OMol25 entry of this formula, charge and spin): 0.5928 eV
- Orbital gap: 7.58 eV
- Spin multiplicity: 1
- HOMO level: -7.392 eV
- SMILES string: CNC(=O)[C@H](Cc1ccccc1)NC(C)=O.C1=CS/C(=C2\C=Nc3ccccc32)N1
- F_max: 2.24 eV/Å

Last column: natural (NBO) charge in e.
Geometry (Å):
1 C -4.474 2.874 -2.926  -0.416
2 N -4.390 1.610 -2.192  -0.608
3 C -3.927 1.396 -0.955  0.673
4 O -3.978 0.258 -0.500  -0.625
5 C -3.361 2.559 -0.106  -0.123
6 C -2.011 3.076 -0.644  -0.420
7 C -0.914 2.035 -0.777  -0.042
8 C -0.082 1.747 0.321  -0.224
9 C 0.958 0.811 0.192  -0.148
10 C 1.169 0.155 -1.032  -0.231
11 C 0.339 0.439 -2.130  -0.202
12 C -0.701 1.378 -2.004  -0.208
13 N -3.187 2.136 1.291  -0.615
14 C -3.227 2.877 2.396  0.675
15 C -3.551 4.356 2.309  -0.715
16 O -3.006 2.374 3.486  -0.633
17 H -5.195 2.777 -3.739  0.219
18 H -3.503 3.123 -3.357  0.194
19 H -4.801 3.682 -2.270  0.202
20 H -4.728 0.778 -2.653  0.413
21 H -4.084 3.371 -0.145  0.216
22 H -2.164 3.539 -1.617  0.211
23 H -1.646 3.870 0.007  0.221
24 H -0.237 2.248 1.267  0.216
25 H 1.601 0.602 1.033  0.203
26 H 1.973 -0.564 -1.129  0.225
27 H 0.505 -0.064 -3.073  0.215
28 H -1.331 1.593 -2.854  0.203
29 H -3.016 1.149 1.431  0.435
30 H -2.808 4.865 1.703  0.218
31 H -3.535 4.774 3.314  0.249
32 H -4.543 4.487 1.883  0.221
33 C 0.526 -3.136 2.967  -0.029
34 C 0.754 -1.999 3.702  -0.436
35 S 2.218 -1.160 3.205  0.401
36 C 2.496 -2.372 1.964  0.150
37 C 3.528 -2.355 1.061  -0.303
38 C 4.547 -1.326 0.973  0.084
39 N 5.403 -1.568 0.008  -0.437
40 C 5.003 -2.766 -0.569  0.093
41 C 5.631 -3.428 -1.623  -0.194
42 C 5.110 -4.645 -2.083  -0.229
43 C 3.962 -5.186 -1.487  -0.225
44 C 3.333 -4.513 -0.431  -0.225
45 C 3.863 -3.298 0.025  -0.024
46 N 1.518 -3.350 2.014  -0.555
47 H -0.337 -3.784 3.109  0.239
48 H 0.101 -1.642 4.494  0.258
49 H 4.596 -0.456 1.619  0.191
50 H 6.518 -2.992 -2.071  0.221
51 H 5.598 -5.168 -2.900  0.213
52 H 3.562 -6.130 -1.843  0.211
53 H 2.450 -4.949 0.020  0.171
54 H 1.475 -4.088 1.316  0.431

# C23H24N4O3S

The molecule C23H24N4O3S (ωB97M-V/def2-TZVPD, the OMol25 dataset).

- Relative energy (zero: lowest compared OMol25 entry of this formula, charge and spin): 1.5625 eV
- Orbital gap: 7.98 eV
- Spin multiplicity: 1
- HOMO level: -7.665 eV
- SMILES string: COc1ccccc1N1CCN(C(=O)CSc2nc(-c3ccccc3)cc(=O)[nH]2)CC1
- F_max: 0.90 eV/Å

Last column: natural (NBO) charge in e.
Geometry (Å):
1 C -3.813 -0.465 2.708  -0.251
2 O -3.552 -0.043 1.394  -0.530
3 C -3.133 -0.970 0.463  0.238
4 C -2.971 -2.310 0.786  -0.313
5 C -2.570 -3.247 -0.157  -0.246
6 C -2.351 -2.840 -1.457  -0.204
7 C -2.502 -1.508 -1.790  -0.260
8 C -2.856 -0.530 -0.854  0.207
9 N -2.939 0.785 -1.294  -0.449
10 C -3.468 1.870 -0.512  -0.226
11 C -2.355 2.530 0.332  -0.230
12 N -1.126 2.512 -0.435  -0.441
13 C 0.117 2.237 0.015  0.670
14 O 1.078 2.186 -0.728  -0.616
15 C 0.284 1.979 1.504  -0.609
16 S -0.392 0.332 1.902  0.243
17 C 0.779 -0.675 1.055  0.338
18 N 1.980 -0.243 0.928  -0.533
19 C 2.871 -1.019 0.242  0.214
20 C 4.212 -0.445 0.105  -0.003
21 C 4.647 0.504 1.029  -0.192
22 C 5.910 1.054 0.928  -0.211
23 C 6.755 0.672 -0.101  -0.199
24 C 6.326 -0.261 -1.032  -0.211
25 C 5.065 -0.817 -0.932  -0.203
26 C 2.517 -2.244 -0.245  -0.367
27 C 1.183 -2.757 -0.081  0.637
28 O 0.750 -3.824 -0.457  -0.615
29 N 0.336 -1.862 0.601  -0.613
30 C -1.346 2.570 -1.864  -0.242
31 C -2.006 1.252 -2.308  -0.217
32 H -2.913 -0.859 3.191  0.181
33 H -4.138 0.429 3.238  0.199
34 H -4.611 -1.213 2.743  0.181
35 H -3.156 -2.642 1.795  0.224
36 H -2.437 -4.278 0.130  0.228
37 H -2.059 -3.553 -2.210  0.225
38 H -2.358 -1.215 -2.818  0.217
39 H -4.263 1.514 0.137  0.244
40 H -3.898 2.597 -1.209  0.191
41 H -2.628 3.565 0.576  0.188
42 H -2.238 1.964 1.254  0.220
43 H -0.239 2.698 2.131  0.242
44 H 1.348 1.953 1.733  0.279
45 H 3.982 0.794 1.827  0.228
46 H 6.239 1.785 1.653  0.213
47 H 7.742 1.103 -0.182  0.212
48 H 6.978 -0.552 -1.842  0.213
49 H 4.734 -1.526 -1.676  0.214
50 H 3.218 -2.880 -0.758  0.230
51 H -0.639 -2.141 0.704  0.448
52 H -1.973 3.436 -2.092  0.191
53 H -0.380 2.691 -2.355  0.259
54 H -1.220 0.507 -2.447  0.217
55 H -2.522 1.402 -3.266  0.189

# C23H24N5O2S3V

A structure of composition C23H24N5O2S3V (ωB97M-V/def2-TZVPD, the OMol25 dataset).

- Relative energy (zero: lowest compared OMol25 entry of this formula, charge and spin): 0.2323 eV
- Orbital gap (spin up / spin down): 6.22 / 6.85 eV
- Spin multiplicity: 2
- HOMO level (spin up / spin down): -10.730 / -10.736 eV
- Net charge: +1
- F_max: 1.39 eV/Å

Last column: Löwdin spin population.
Geometry (Å):
1 V -0.452 -0.864 -0.048  1.103
2 S -0.717 -1.792 -2.215  -0.028
3 C 0.999 -1.777 -1.953  0.009
4 C 1.982 -2.412 -2.720  0.002
5 C 3.288 -2.339 -2.293  0.002
6 C 3.624 -1.677 -1.104  -0.001
7 C 2.619 -1.101 -0.371  0.003
8 N 1.348 -1.143 -0.818  -0.002
9 H 1.699 -2.935 -3.622  0.000
10 H 4.068 -2.809 -2.877  0.000
11 H 4.647 -1.623 -0.765  0.000
12 H 2.759 -0.571 0.564  0.000
13 N 0.285 -6.676 4.898  -0.001
14 C -0.159 -5.562 4.270  0.000
15 C -0.683 -4.485 5.007  0.000
16 C -1.133 -3.357 4.367  0.000
17 C -1.056 -3.269 2.973  0.000
18 C -0.536 -4.327 2.229  0.000
19 C -0.096 -5.459 2.867  0.000
20 S -1.580 -1.815 2.215  0.004
21 O -1.848 -2.120 0.760  0.002
22 O -2.593 -1.181 2.991  0.001
23 N -0.317 -0.855 1.880  0.001
24 C 0.273 0.063 2.740  0.002
25 S -0.326 0.514 4.282  0.000
26 C 1.007 1.593 4.434  0.002
27 C 1.766 1.554 3.312  0.000
28 N 1.355 0.670 2.343  0.006
29 H 0.146 -6.796 5.885  0.000
30 H 0.557 -7.488 4.374  0.000
31 H -0.745 -4.553 6.085  0.000
32 H -1.561 -2.545 4.939  0.000
33 H -0.502 -4.270 1.148  0.000
34 H 0.293 -6.287 2.288  0.000
35 H 1.142 2.198 5.314  0.000
36 H 2.652 2.148 3.148  0.000
37 C 1.582 3.945 -2.432  0.000
38 N 1.529 2.539 -2.081  -0.001
39 C 0.972 1.741 -3.153  0.000
40 C 0.994 2.226 -0.768  -0.001
41 C -0.514 2.114 -0.642  -0.013
42 C -1.315 3.224 -0.911  -0.003
43 C -2.693 3.177 -0.790  -0.003
44 C -3.325 2.024 -0.346  -0.002
45 C -2.558 0.915 -0.026  -0.011
46 C -1.176 0.952 -0.230  -0.069
47 H 2.267 4.077 -3.271  0.000
48 H 1.967 4.526 -1.594  0.000
49 H 0.612 4.366 -2.736  0.000
50 H 1.568 1.880 -4.056  0.000
51 H -0.072 1.995 -3.390  0.000
52 H 1.004 0.681 -2.894  0.000
53 H 1.331 2.998 -0.072  0.000
54 H 1.448 1.301 -0.410  0.000
55 H -0.844 4.151 -1.210  -0.001
56 H -3.277 4.058 -1.019  0.000
57 H -4.398 1.995 -0.219  0.000
58 H -3.057 0.031 0.354  -0.001